Run a
24
Properties=species:S:1:pos:R:3 method="wB97M-V/def2-TZVPD" orbital_gap_ev=11.54 charge=+1
C 0.24734 -1.68024 -1.08530
C -1.25674 -2.09173 -0.98273
C 2.03596 -0.19553 -0.10707
N 0.85138 -0.78899 0.04625
N 2.99955 -0.66754 -0.87779
N 2.25683 0.87034 0.72924
H 1.14494 -2.22287 -1.20526
H 0.21804 -1.05492 -1.94812
H -1.55007 -2.70288 -0.04237
H -1.65237 -2.60588 -1.89354
H 0.10826 -0.32020 0.72027
H 3.00306 -1.58589 -1.31086
H 3.92590 -0.32636 -0.84765
H 1.63143 1.57447 0.94582
H 3.32049 0.94741 1.06624
H -1.79463 -1.15591 -0.97381
C -2.52607 1.69093 0.46833
C -1.32203 1.79027 1.38908
H -2.27145 1.49595 -0.61867
H -3.13395 0.90290 0.83852
H -3.10407 2.61844 0.47363
H -0.37272 1.44669 1.07049
H -1.62112 1.22309 2.29577
H -1.13796 2.83844 1.84951


Run b
24
Properties=species:S:1:pos:R:3 method="wB97M-V/def2-TZVPD" orbital_gap_ev=5.68 charge=+1
N 0.00405 -3.40072 3.51127
C 0.49274 -0.20042 -0.03575
C 0.87445 1.18645 -0.21429
C -0.08713 2.21250 0.44067
N 0.51552 3.32055 1.16946
C 0.37550 -1.20219 -1.07588
N -1.04169 -1.26078 -1.78050
C -1.21720 -0.08578 -2.63784
H 0.01821 -2.71897 2.75878
H 0.96690 -3.73424 3.52426
H -0.57268 -4.19948 3.24905
H 0.32560 -0.63426 0.95674
H 1.94691 1.37960 0.02814
H 0.71640 1.26196 -1.29908
H -0.75154 2.71536 -0.26676
H -0.76670 1.71946 1.16467
H 0.91238 3.14203 2.07832
H 1.09757 3.92892 0.61490
H 0.61140 -2.17034 -0.65561
H 1.01733 -1.03441 -1.94325
H -1.57598 -1.00729 -0.94149
H -2.12657 -0.09432 -3.24707
H -1.33136 0.82962 -2.03178
H -0.40411 0.04675 -3.36696


Order of stability, best first: run a, run b


Run a
16
Properties=species:S:1:pos:R:3 method="wB97M-V/def2-TZVPD" orbital_gap_ev=9.77 charge=+1 smiles="C[N@@H+]1CCC=C1I"
C 1.01810 -1.40853 0.24557
C 1.15896 -0.36093 -0.51555
C -0.33676 -1.39433 0.86222
C -1.20334 -0.41030 0.10464
C -0.14581 1.83715 -0.19020
N -0.11382 0.40807 -0.58273
I 2.83687 0.44737 -1.67568
H 1.89699 -2.00896 0.48312
H -0.65346 -2.39377 1.02904
H -0.04258 -1.13314 1.90165
H -1.82646 -0.87617 -0.58779
H -1.86736 0.23522 0.66073
H 0.06865 2.03933 0.83818
H 0.72132 2.28496 -0.59024
H -1.06791 2.24326 -0.44346
H -0.44338 0.49077 -1.53950


Run b
16
Properties=species:S:1:pos:R:3 method="wB97M-V/def2-TZVPD" orbital_gap_ev=9.64 charge=+1 smiles="CC1(C)C/[N+]1=C/I"
C 1.89833 -0.95908 -0.24423
C 0.26238 0.66478 -1.27703
C -0.36682 0.21326 -0.05886
C -0.41390 1.23781 1.05726
C -1.43671 -0.83040 -0.05610
N 0.89935 -0.25323 -0.44393
I 1.97550 -2.05595 1.52068
H 2.77040 -1.08501 -0.72448
H 0.00288 0.39406 -2.33207
H 0.66971 1.70639 -1.36065
H -0.49991 0.82991 2.10879
H -1.09673 2.09521 0.85473
H 0.59680 1.72003 1.21809
H -1.77444 -1.50057 0.83612
H -1.05055 -1.71808 -0.66627
H -2.43628 -0.45912 -0.43207


Run c
16
Properties=species:S:1:pos:R:3 method="wB97M-V/def2-TZVPD" orbital_gap_ev=9.64 charge=+1 smiles="[NH3+][C@H]1CCC=C1I"
C 0.83574 -1.64245 -0.42961
C 1.48076 -0.53234 -0.06372
C -0.57452 -1.60597 -0.12149
C -0.79860 -0.15052 0.46170
C 0.50019 0.49908 0.49540
N 0.57950 1.60572 -0.47940
I 3.57275 -0.00569 0.07507
H 1.32852 -2.47551 -0.74484
H -1.21851 -1.68586 -1.14260
H -0.92036 -2.43779 0.42582
H -1.52388 0.39097 -0.31590
H -1.34329 -0.26710 1.51493
H 0.94710 0.94827 1.47079
H 1.50746 1.69610 -0.84317
H 0.29978 2.52336 -0.20165
H 0.03115 1.36833 -1.30874


Order of stability, best first: run c, run a, run b


Run a
13
Properties=species:S:1:pos:R:3 method="wB97M-V/def2-TZVPD" orbital_gap_ev=9.61 charge=0 smiles=C1[C@@H]2[C@H]1[C@@H]1N[C@H]21
C -0.52765 -0.58867 -1.23267
C -0.21517 -1.05683 0.14697
C 0.81888 -0.28748 -0.64901
C 0.76200 0.86614 0.40617
N -0.57285 1.33892 0.47230
C -0.28570 0.12768 1.17173
H -0.51181 -1.36518 -1.99395
H -1.25040 0.21787 -1.33446
H -0.18663 -2.10253 0.42774
H 1.72386 -0.66761 -1.10700
H 1.64489 1.32468 0.85623
H -1.08729 2.21957 0.58114
H -0.31210 -0.02657 2.25483


Run b
13
Properties=species:S:1:pos:R:3 method="wB97M-V/def2-TZVPD" orbital_gap_ev=9.09 charge=0 smiles=Cc1ccc[nH]1
C -1.13417 1.45939 0.19598
C -0.21471 0.28204 0.12998
C -0.28300 -0.97399 0.70515
C 0.80130 -1.74957 0.24345
C 1.63662 -0.99956 -0.60645
N 0.91384 0.28562 -0.61149
H -0.60587 2.36032 0.52640
H -1.59468 1.68337 -0.77501
H -1.93879 1.26582 0.90779
H -1.07658 -1.29056 1.37034
H 0.96756 -2.78880 0.52166
H 1.12162 -0.62683 -1.64401
H 1.40687 1.09275 -0.96379


Run c
13
Properties=species:S:1:pos:R:3 method="wB97M-V/def2-TZVPD" orbital_gap_ev=8.42 charge=0
C -1.16751 -0.59297 0.84010
C -1.07918 0.37923 -0.31341
N -0.23253 1.58344 -0.17863
C 0.63668 0.76743 -1.05750
C 1.61907 -0.03094 -0.40364
C 2.61032 -0.63080 0.00643
H -0.16741 -0.85696 1.20914
H -1.73463 -0.14072 1.66862
H -1.68204 -1.51779 0.54427
H -2.02646 0.61262 -0.81990
H 0.13462 1.58685 0.78382
H -0.46766 -0.08175 -1.30577
H 3.49717 -1.14515 0.31535


Order of stability, best first: run b, run a, run c


Run a
13
Properties=species:S:1:pos:R:3 method="wB97M-V/def2-TZVPD" orbital_gap_ev=9.22 charge=0
C 0.14512 -0.30836 -0.74086
C 1.50224 -1.20216 0.91723
C 1.12042 -1.32594 -0.35464
C -0.58877 0.91612 0.55338
C -1.44603 1.15354 -0.84927
N -0.60896 0.18132 -1.65800
H 2.22117 -1.99611 1.23801
H 1.22983 -0.30116 1.42774
H 1.29134 -2.25166 -0.95253
H -1.15534 0.45984 1.40844
H 0.14861 1.60515 0.82725
H -2.37537 0.79362 -0.60061
H -1.48427 2.27580 -1.21615


Run b
13
Properties=species:S:1:pos:R:3 method="wB97M-V/def2-TZVPD" orbital_gap_ev=9.85 charge=0 smiles=C#C[C@@H]1CN1C
C -0.10527 1.84030 -0.23937
N 0.30811 0.54265 0.20691
C 1.33633 -0.31351 -0.28774
C -0.20348 -0.57117 -0.52519
C -0.83158 -1.53588 0.37058
C -1.24503 -2.29475 1.20914
H -1.16608 1.88955 0.03645
H -0.03257 2.10589 -1.31321
H 0.45571 2.54469 0.36651
H 2.19086 0.07158 -0.87508
H 1.71685 -0.98018 0.49650
H -0.84037 -0.30403 -1.38584
H -1.58348 -2.99513 1.94035


Run c
13
Properties=species:S:1:pos:R:3 method="wB97M-V/def2-TZVPD" orbital_gap_ev="7.17 / 7.17" charge=0
C -1.40915 -0.44934 0.52229
C -0.01152 0.38786 -1.08204
C -0.50892 0.71393 0.28768
C 0.95468 0.29995 0.62649
N 1.08333 -1.07177 0.43856
C 1.13852 -0.39422 -0.82501
H -2.29805 -0.43559 -0.10572
H -1.63594 -0.70038 1.56299
H -0.21455 0.89787 -2.02419
H -0.72619 1.75719 0.54736
H 1.71142 0.93116 1.08563
H -0.04135 -1.35696 0.47550
H 1.95773 -0.57969 -1.50955


Run d
13
Properties=species:S:1:pos:R:3 method="wB97M-V/def2-TZVPD" orbital_gap_ev=9.11 charge=0 smiles=Cc1cc[nH]c1
C -1.17058 0.93585 1.14166
C -0.47149 0.37142 -0.05956
C 0.83070 0.73462 -0.26782
N 1.49637 -0.32123 -0.82493
C 0.61598 -1.35516 -1.01320
C -0.62609 -0.93967 -0.61055
H -2.18911 0.57623 1.28514
H -0.58282 0.56000 1.98843
H -1.13536 2.02700 1.20267
H 1.32781 1.65110 0.02135
H 2.49542 -0.40915 -0.78270
H 0.94846 -2.31715 -1.36737
H -1.53930 -1.51385 -0.71314


Order of stability, best first: run d, run b, run a, run c


Run a
13
Properties=species:S:1:pos:R:3 method="wB97M-V/def2-TZVPD" orbital_gap_ev=10.05 charge=0 smiles=C1[C@H]2[C@@H]1N1C[C@@H]21
C 0.95641 -1.01378 -0.45746
C 0.83846 -0.11403 0.71728
C 0.73809 0.46659 -0.67887
N -0.56394 1.15272 -0.38455
C -1.61505 0.18305 -0.12097
C -0.58235 0.43799 0.91611
H 0.30093 -1.85546 -0.66510
H 2.00584 -1.21854 -0.67846
H 1.58572 -0.02283 1.50003
H 1.40179 1.00164 -1.34777
H -1.70215 -0.70517 -0.74008
H -2.56084 0.69041 0.07295
H -0.84283 0.96856 1.82861


Run b
13
Properties=species:S:1:pos:R:3 method="wB97M-V/def2-TZVPD" orbital_gap_ev=8.64 charge=0
C -0.08451 1.72409 -0.67567
C -0.18205 0.31972 -0.14528
C 0.96289 -0.48413 0.31093
N 0.39654 -1.83000 0.39026
C -0.93841 -1.83202 0.49799
C -1.27281 -0.45952 0.08427
H -0.93575 2.32556 -0.34623
H 0.83568 2.23674 -0.37343
H -0.10143 1.71753 -1.77448
H 1.95784 -0.34830 -0.15090
H 1.00355 -2.53005 0.79422
H 0.78959 -0.58035 1.44087
H -2.29894 -0.11035 0.06995


Run c
13
Properties=species:S:1:pos:R:3 method="wB97M-V/def2-TZVPD" orbital_gap_ev=9.02 charge=0 smiles=Cc1ccc[nH]1
C -1.15613 1.21713 -0.89298
C -0.38898 0.11381 -0.24437
C 0.36218 -0.90976 -0.76951
C 1.25744 -1.35442 0.24894
C 0.99894 -0.61170 1.37352
N -0.01067 0.26375 1.06408
H -2.01049 1.55483 -0.30412
H -0.47490 2.05782 -1.00892
H -1.50417 0.94096 -1.88571
H 0.30344 -1.27518 -1.78789
H 2.02848 -2.10610 0.14444
H 1.45246 -0.60067 2.35471
H -0.42387 0.93378 1.69225


Order of stability, best first: run c, run b, run a


Run a
13
Properties=species:S:1:pos:R:3 method="wB97M-V/def2-TZVPD" orbital_gap_ev=7.86 charge=0
C -0.95305 0.03341 -1.22039
C 0.11290 0.42029 -0.19986
C -0.23246 0.03911 1.31754
C 1.48756 -0.29753 -0.36469
C 1.32116 -0.99363 0.74839
N 0.56553 -1.25321 1.69159
H -0.59986 0.26451 -2.23183
H -1.88588 0.58666 -1.05274
H -1.16826 -1.04059 -1.17760
H 0.27012 1.50681 -0.22058
H -1.27531 -0.25697 1.45108
H 0.03855 0.84629 2.00541
H 2.38277 0.00770 -0.86823


Run b
13
Properties=species:S:1:pos:R:3 method="wB97M-V/def2-TZVPD" orbital_gap_ev=10.44 charge=0 smiles=C#C[C@@H]1CN1C
C -0.22617 1.46622 -1.20438
N 0.19564 0.72973 -0.03223
C 1.23715 -0.25991 -0.13958
C -0.18272 -0.66193 0.07037
C -0.81782 -1.14564 1.27354
C -1.59050 -1.70170 2.00389
H -1.26648 1.76949 -1.05242
H -0.15408 0.89101 -2.14303
H 0.38513 2.36990 -1.29955
H 1.64140 -0.48824 -1.12926
H 1.95053 -0.28714 0.67940
H -0.67423 -1.16883 -0.76283
H -2.16320 -2.27368 2.69527


Run c
13
Properties=species:S:1:pos:R:3 method="wB97M-V/def2-TZVPD" orbital_gap_ev="7.62 / 7.62" charge=0
C -2.81564 -0.02322 0.26476
C -1.43369 0.02325 0.21902
C -0.20286 -0.37768 0.24480
C 0.97477 -0.16331 -0.56508
C 2.15771 0.39408 0.17199
N 2.17200 -0.97720 -0.26501
H -1.77379 0.98809 -0.35892
H -3.36920 0.82897 0.64721
H -3.39244 -0.86842 -0.11037
H 0.89486 0.08125 -1.62535
H 2.02493 0.61658 1.22789
H 2.82243 1.06297 -0.36865
H 1.94091 -1.58536 0.51770


Run d
13
Properties=species:S:1:pos:R:3 method="wB97M-V/def2-TZVPD" orbital_gap_ev=9.20 charge=0 smiles=Cc1cc[nH]c1
C 1.94693 0.06874 0.12254
C 0.45329 0.02700 -0.01280
C -0.30258 -1.02934 -0.46134
N -1.62565 -0.68481 -0.36033
C -1.73154 0.57837 0.15126
C -0.46254 1.05371 0.36352
H 2.23597 0.63647 1.01360
H 2.35691 -0.94078 0.22961
H 2.43695 0.53825 -0.73825
H -0.00518 -2.00451 -0.82278
H -2.40253 -1.26140 -0.63500
H -2.69845 0.98865 0.39525
H -0.20156 2.02964 0.75473


Order of stability, best first: run d, run b, run a, run c


Run a
13
Properties=species:S:1:pos:R:3 method="wB97M-V/def2-TZVPD" orbital_gap_ev=8.93 charge=0 smiles=Cc1cc[nH]c1
C -0.51181 -0.16064 1.66927
C -0.40217 -0.68560 0.24653
C -0.97672 0.26075 -0.55925
N -0.06567 0.70337 -1.46824
C 1.08353 -0.04989 -1.32991
C 0.87927 -0.97962 -0.35125
H 0.05096 -0.73772 2.39380
H -0.03951 0.83968 1.62045
H -1.54148 0.00809 1.99885
H -1.90857 0.77125 -0.36144
H -0.09632 1.64400 -1.82246
H 1.95622 0.16746 -1.92563
H 1.57226 -1.78112 -0.11072


Run b
13
Properties=species:S:1:pos:R:3 method="wB97M-V/def2-TZVPD" orbital_gap_ev=10.87 charge=0 smiles="[H]/N=C1/C[C@@H]2C[C@H]12"
N 1.24593 -1.71297 -0.88897
C 0.65486 -0.66827 -0.49513
C 1.13264 0.77023 -0.26613
C -0.30879 1.11044 0.14137
C -0.75982 0.22855 1.25898
C -0.75979 -0.31674 -0.14732
H 1.42205 1.23150 -1.21678
H 1.92336 0.94977 0.47050
H -0.84327 2.01620 -0.12518
H -1.74606 0.43256 1.66762
H -0.04719 -0.17134 1.97968
H 0.54707 -2.45897 -0.95614
H -1.65362 -0.68123 -0.64452


Run c
13
Properties=species:S:1:pos:R:3 method="wB97M-V/def2-TZVPD" orbital_gap_ev=9.22 charge=0
C -0.28206 0.81142 -1.15469
C -0.06255 -0.63040 -0.81661
C 1.04214 0.35552 -0.63514
C 0.58290 -0.48316 0.50173
N -0.21596 0.10601 1.58245
C -1.49350 -0.13082 1.82888
H -0.30837 1.04668 -2.21794
H -0.93746 1.43876 -0.54602
H -0.11622 -1.49446 -1.45914
H 2.01107 0.36217 -1.11113
H 1.26176 -1.27736 0.82317
H 0.25683 0.82694 2.12239
H -1.73857 -0.93128 1.08207


Order of stability, best first: run a, run b, run c


Run a
14
Properties=species:S:1:pos:R:3 method="wB97M-V/def2-TZVPD" orbital_gap_ev=9.65 charge=0 smiles=COCCN
C 0.19997 0.35230 0.13253
C 1.13266 -0.81047 0.11916
C -2.29503 0.06841 -0.06793
N 2.32500 0.08830 -0.11526
O -1.13261 -0.48532 0.45837
H 2.44259 0.41425 -1.06755
H 2.66634 0.58783 0.69826
H 0.28212 1.03372 0.98588
H 0.05908 0.84217 -0.83766
H 0.97244 -1.45755 -0.74031
H 1.22374 -1.29356 1.08900
H -2.59209 0.97885 0.47717
H -2.18336 0.35081 -1.13313
H -3.10086 -0.66974 0.00148


Run b
14
Properties=species:S:1:pos:R:3 method="wB97M-V/def2-TZVPD" orbital_gap_ev=9.23 charge=0 smiles="C=CCN.O"
N -2.29456 0.55395 -0.42264
C -1.26389 -0.40247 -0.05814
C 0.83244 -0.19077 1.29628
C -0.37412 0.31078 0.99710
H -2.87507 0.33833 -1.15896
H -2.71845 1.29781 0.11839
H -0.61164 -0.59810 -0.94487
H -1.60302 -1.45837 0.37435
H 1.72446 0.47866 1.32319
H 0.98257 -1.22296 1.55530
H -0.41365 1.46126 0.88882
H 3.42377 0.27502 -1.77930
H 2.38153 -0.88471 -1.19004
O 2.80961 0.04158 -0.99948


Run c
14
Properties=species:S:1:pos:R:3 method="wB97M-V/def2-TZVPD" orbital_gap_ev=9.43 charge=0
C 0.80590 1.27220 -0.66629
C 0.38804 -0.63097 0.44662
C 1.25068 -1.56382 0.07638
H 0.19143 -0.25686 1.44017
H 1.37886 1.03075 -1.55723
H 0.07223 2.07105 -0.80482
H 1.47622 1.52440 0.14825
H 1.39129 -1.86231 -0.95314
H 1.81907 -2.07454 0.84432
N -2.06739 0.20843 0.68037
O -1.29150 -0.57756 -0.22117
H -0.08597 0.40556 -0.58613
H -2.56129 0.87985 0.09448
H -2.76757 -0.42619 1.05817


Run d
14
Properties=species:S:1:pos:R:3 method="wB97M-V/def2-TZVPD" orbital_gap_ev=10.14 charge=0 smiles=CCNCO
C -0.42700 -0.55921 -0.24950
N 0.24532 0.53146 0.43887
C 0.76115 1.56147 -0.48411
O 2.13946 1.86482 -0.42930
C -1.09844 -1.68568 0.56304
H 0.40876 -1.02523 -0.77483
H -0.97797 -0.10227 -1.14491
H -0.16062 0.87600 1.33487
H 0.22122 2.60700 -0.36090
H 0.65096 1.02158 -1.44006
H 2.29210 1.00514 0.07068
H -1.45958 -2.53489 -0.07762
H -2.03640 -1.38614 1.13912
H -0.55897 -2.17406 1.41465


Order of stability, best first: run d, run a, run b, run c